1.
DFT (ωB97M-V/def2-TZVPD) results for 3 unconnected molecules or ions with the total composition C20H43N3O5.

Summary:
- total energy (a.u.) = -1327.985968
- HOMO energy (eV) = -9.21
- SMILES = [H]/N=C/C[C@@H]1CC(=O)O[C@@H]1CCCCCOC.COC[C@@H](C)N.COC[C@@H](C)N
- relative energy (zero: lowest compared OMol25 entry of this formula, charge and spin) (kcal/mol) = 162.3
- strongest force on any atom (eV/Å) = 9.32

XYZ file:
```
71
Properties=species:S:1:pos:R:3:forces:R:3
C -2.9278 -0.5849 -1.2892 -0.6 -0.6 -1.3
O -2.3937 -1.2894 -0.1090 -0.1 2.8 -0.8
C -1.6298 -0.3706 0.7715 0.2 -0.5 1.2
C -0.0534 -0.8190 0.7244 0.2 0.0 0.4
C 0.9607 0.2695 0.0341 0.5 0.0 -0.2
C 0.4079 0.9578 -1.3474 0.8 0.6 -0.4
C 1.2423 2.3714 -1.6673 1.2 0.0 0.0
C 0.2550 3.6676 -1.8586 -2.0 -0.4 0.8
O 0.8111 4.9844 -2.2068 -1.9 1.2 1.3
C -0.3527 5.9211 -2.1644 0.5 3.9 1.7
O -0.3606 7.0979 -1.5223 0.3 -8.2 -4.5
C -1.5545 5.1437 -3.0048 0.7 -0.6 1.6
C -1.0534 3.5778 -2.8428 -1.3 -0.9 1.2
C -1.0451 2.5891 -4.1499 0.5 0.3 -0.5
C 0.0446 3.0380 -5.2890 -1.0 2.2 -2.6
N -0.3283 3.8376 -6.3509 2.2 -3.3 3.8
H -3.6141 0.3418 -1.0223 1.5 -1.8 -0.3
H -3.6109 -1.3619 -1.8816 1.5 1.6 1.5
H -2.0788 -0.2712 -2.0672 -1.7 -0.5 1.9
H -2.0837 -0.5286 1.8648 1.1 0.3 -2.4
H -1.7791 0.7653 0.5260 0.2 -2.2 0.2
H 0.0264 -1.8305 0.1385 -0.4 1.9 1.1
H 0.3028 -1.0526 1.8376 -0.6 0.6 -2.4
H 1.9618 -0.3089 -0.2596 -2.1 1.3 0.7
H 1.2867 1.1149 0.7916 -0.9 -1.7 -1.4
H -0.7208 1.2668 -1.3130 2.1 -1.0 0.0
H 0.6613 0.2048 -2.2330 -1.0 1.6 1.8
H 2.0016 2.2054 -2.5702 -1.8 0.5 1.8
H 1.9410 2.5482 -0.7175 -1.6 0.0 -2.1
H -0.2613 3.7748 -0.7897 1.3 -0.1 -2.0
H -2.4705 5.2014 -2.2732 1.5 0.4 -1.9
H -1.7632 5.5121 -4.1127 0.7 -0.6 2.6
H -1.8822 3.1503 -2.1018 1.6 0.4 -1.9
H -2.1417 2.5732 -4.5939 2.4 0.2 0.7
H -0.7681 1.4825 -3.8299 -0.6 2.4 -0.5
H 1.1713 2.6784 -5.1644 -2.5 0.7 -0.1
H 0.5016 4.0176 -6.9924 -1.0 -0.4 1.2
C -4.3499 -3.7325 2.0161 -0.1 0.3 0.0
C -3.0078 -4.3096 1.5735 -0.2 -0.2 0.1
C -3.1313 -5.6678 0.8456 0.4 0.0 0.2
O -3.3560 -6.7802 1.7165 -0.2 0.3 -0.5
C -4.7136 -6.9722 2.0836 0.3 -0.2 0.2
N -2.1191 -4.4016 2.7411 0.1 -0.3 -0.1
H -4.7636 -4.2479 2.8876 0.1 0.0 -0.1
H -4.2390 -2.6772 2.2944 0.1 -0.2 -0.1
H -5.0851 -3.7856 1.2062 0.1 0.0 0.1
H -2.5696 -3.5953 0.8640 0.0 -0.2 0.1
H -2.1735 -5.8713 0.3514 -0.1 -0.1 0.1
H -3.8873 -5.6336 0.0528 -0.1 0.0 0.1
H -5.4020 -6.7171 1.2724 0.0 0.1 0.0
H -4.9445 -6.3921 2.9786 -0.2 0.1 -0.1
H -4.8500 -8.0280 2.3337 0.1 0.1 -0.1
H -1.1971 -4.7055 2.4253 -0.1 0.2 0.1
H -2.4473 -5.1858 3.3112 0.0 0.3 -0.1
C 6.4724 0.5764 1.8957 0.3 -0.1 -0.1
C 5.3409 0.0817 2.7928 0.0 0.4 -0.1
C 3.9349 0.3019 2.1891 -0.1 0.0 0.4
O 3.4615 1.6484 2.2843 0.1 -0.5 -0.4
C 3.9242 2.5067 1.2528 -0.1 0.2 0.3
N 5.4667 0.7153 4.1135 -0.4 0.0 0.0
H 6.5617 1.6665 1.8921 -0.1 -0.1 0.0
H 7.4353 0.1802 2.2412 -0.2 0.1 0.0
H 6.3282 0.2415 0.8630 0.0 0.1 0.1
H 5.4794 -1.0005 2.9167 -0.2 0.1 0.0
H 3.2239 -0.3004 2.7675 0.0 0.2 0.0
H 3.8780 -0.0599 1.1561 0.1 0.1 -0.1
H 4.0205 1.9878 0.2944 0.1 -0.1 0.0
H 4.8747 2.9587 1.5408 0.1 0.0 -0.2
H 3.1987 3.3165 1.1362 0.0 -0.1 0.1
H 4.7615 0.3164 4.7345 0.2 0.0 0.0
H 5.1719 1.6903 4.0116 0.2 -0.2 0.0
```
Forces are in eV/Å.

2.
DFT (ωB97M-V/def2-TZVPD) results for a molecular structure, C20H43O2P3Sm.

Summary:
- total energy (a.u.) = -2619.337535
- HOMO energy (spin up / spin down) (eV) = -15.53 / -15.64
- spin multiplicity = 6
- relative energy (zero: lowest compared OMol25 entry of this formula, charge and spin) (kcal/mol) = 34.0
- <S²> = 8.794
- strongest force on any atom (eV/Å) = 3.81
- total charge = +3

XYZ file:
```
69
Properties=species:S:1:pos:R:3:forces:R:3
Sm -0.6499 0.1284 0.1831 0.0 -2.9 -0.9
P 1.7134 1.5064 1.7674 0.6 1.1 0.6
P -1.3073 2.9802 -0.7640 0.8 3.7 0.6
P 1.8749 -0.4813 -1.3242 0.8 -0.8 -1.0
H -1.1705 -4.8985 1.2495 0.3 0.0 -0.1
C -0.1532 -4.8089 0.8611 0.6 0.2 0.5
C 0.8649 -4.4109 1.6459 -0.6 -0.6 -0.5
H 0.7244 -4.2510 2.7117 0.0 0.1 -0.2
C 1.1336 2.1939 3.3634 -0.3 -0.1 0.0
C 2.7473 2.9235 1.2276 -0.1 0.0 -0.3
C 3.0450 0.4044 2.3729 -0.2 -0.6 -0.2
C -2.7026 2.8335 -1.9300 -0.7 -2.0 -0.5
C -1.8644 3.9922 0.6401 0.1 -0.3 0.2
C 0.0288 3.8350 -1.6446 0.6 -0.6 0.0
C 2.5716 -2.1330 -0.9303 -0.2 -0.2 0.4
C 3.4033 0.5178 -1.5246 -0.1 0.4 0.3
C 1.4905 -0.7703 -3.0936 -0.5 0.1 0.0
H 0.0120 -5.1525 -0.1652 -0.1 0.3 0.3
H 1.8952 -4.4173 1.2956 -0.2 0.0 0.0
H 0.5339 1.4561 3.9078 0.1 0.2 0.0
H 0.5245 3.0896 3.1942 0.1 -0.1 0.1
H 2.0051 2.4675 3.9746 -0.3 -0.1 -0.1
H 2.1177 3.7884 0.9902 0.2 -0.1 0.1
H 3.3423 2.6623 0.3462 -0.1 0.1 0.2
H 3.4282 3.2006 2.0465 -0.2 -0.1 -0.3
H 2.6099 -0.4316 2.9322 0.2 0.1 -0.1
H 3.7104 0.9740 3.0385 -0.3 -0.1 -0.2
H 3.6283 0.0020 1.5369 -0.1 0.0 0.2
H -3.2683 3.7465 -2.1775 0.7 0.4 0.8
H -3.4529 2.1329 -1.5324 0.1 0.1 -0.1
H -2.3952 2.4298 -2.9056 0.3 0.0 0.4
H -2.2067 4.9933 0.3731 -0.1 -0.2 -0.2
H -1.0248 4.0610 1.3442 -0.1 0.2 -0.2
H -2.6605 3.4390 1.1553 0.0 0.2 -0.1
H -0.1866 4.8719 -1.9228 -0.3 -0.2 0.1
H 0.2833 3.2762 -2.5558 -0.1 0.1 0.1
H 0.9224 3.8164 -1.0076 -0.2 0.1 -0.1
H 3.0185 -2.5644 -1.8369 -0.1 0.2 0.3
H 1.7788 -2.8040 -0.5711 0.2 0.1 -0.1
H 3.3375 -2.0512 -0.1496 -0.2 -0.1 -0.1
H 3.9858 0.1398 -2.3764 -0.2 0.0 0.3
H 4.0319 0.4897 -0.6249 -0.2 0.0 -0.2
H 3.1372 1.5619 -1.7291 0.1 -0.2 0.0
H 2.3525 -1.2645 -3.5623 -0.2 0.2 0.1
H 1.2949 0.1818 -3.5983 0.0 -0.2 0.0
H 0.6049 -1.4125 -3.1967 0.2 0.1 0.0
C -2.1739 -1.6334 -2.1461 -0.3 -0.7 -1.6
C -2.8066 -0.7805 -3.0906 0.5 -0.4 0.5
C -3.0982 -1.2751 -4.3635 0.1 -0.6 -0.1
C -2.7081 -2.5883 -4.6983 0.1 -0.2 -0.2
C -2.0424 -3.4238 -3.7700 -0.5 0.2 -0.2
C -1.8586 -2.9642 -2.4763 0.2 0.6 0.1
O -1.7627 -1.2101 -0.9376 0.5 1.7 1.0
H -0.3548 2.2353 0.2973 -0.9 0.4 -1.4
H -3.0472 0.2534 -2.8230 0.0 -0.4 0.0
H -3.6265 -0.6533 -5.1080 0.4 -0.4 0.5
H -2.9301 -2.9844 -5.7021 0.2 0.3 0.6
H -1.6764 -4.4300 -4.0327 -0.5 0.6 0.0
H -1.3944 -3.5528 -1.6843 -0.1 0.0 -0.3
C -0.8419 -1.9862 3.9939 -0.2 -0.5 0.7
C -1.4383 -0.7825 3.4009 0.5 0.3 -1.9
C -2.3515 0.0600 4.1878 -0.2 0.1 0.8
O -1.1617 -0.4614 2.1909 -0.5 -0.4 2.4
H -1.3628 -2.2006 4.9328 0.3 -0.1 -0.2
H 0.2229 -1.8247 4.2393 -0.3 0.1 -0.2
H -0.9123 -2.8605 3.3366 0.1 0.3 -0.1
H -2.0093 1.1035 4.2456 -0.1 -0.2 -0.2
H -3.3675 0.0541 3.7659 0.2 0.0 -0.1
H -2.4079 -0.3386 5.2073 -0.1 0.3 -0.2
```
Forces are in eV/Å.